{"formula": "C25H32N2O7", "method": "ωB97M-V/def2-TZVPD", "elements": ["C", "H", "O", "C", "C", "C", "C", "C", "C", "H", "H", "N", "C", "O", "C", "O", "C", "C", "C", "C", "C", "C", "O", "C", "H", "H", "H", "H", "C", "O", "O", "C", "H", "H", "C", "O", "N", "C", "H", "C", "H", "H", "H", "C", "H", "H", "H", "C", "C", "H", "H", "H", "C", "H", "H", "H", "H", "H", "H", "H", "H", "H", "H", "H", "H", "H"], "coordinates": [[0.56498, -5.35971, -0.03248], [-0.24241, -6.03850, -0.32433], [0.14119, -4.44209, 0.94656], [-0.86980, -3.58270, 0.63730], [-1.52398, -3.52266, -0.58750], [-2.52330, -2.58921, -0.80492], [-2.87918, -1.69532, 0.19551], [-2.23408, -1.76417, 1.42970], [-1.24682, -2.69726, 1.64944], [-0.74179, -2.75758, 2.60024], [-2.50740, -1.07595, 2.21660], [-3.84036, -0.69284, 0.01365], [-4.50182, -0.34342, -1.11381], [-4.54291, -0.97284, -2.14733], [-5.23389, 1.00106, -0.95520], [-4.58035, 1.87813, -0.06523], [-3.27422, 2.18835, -0.31985], [-2.60669, 1.90147, -1.50022], [-1.25720, 2.17871, -1.63165], [-0.56333, 2.75205, -0.57714], [-1.23620, 3.08781, 0.60015], [-2.58154, 2.81242, 0.74435], [-3.31752, 3.05512, 1.86107], [-2.69752, 3.73272, 2.92947], [-1.87424, 3.14825, 3.35233], [-3.47314, 3.86233, 3.68227], [-2.32371, 4.71264, 2.61926], [-0.65968, 3.53734, 1.39262], [0.90343, 2.94667, -0.60775], [1.54498, 3.45523, 0.27738], [1.45173, 2.43229, -1.72294], [2.87076, 2.42529, -1.79459], [3.25502, 3.44525, -1.69025], [3.11534, 2.04474, -2.78982], [3.60489, 1.60385, -0.71681], [4.62225, 2.07938, -0.25203], [3.11985, 0.39588, -0.35961], [2.02646, -0.29231, -1.03447], [1.71675, 0.32500, -1.87747], [0.81733, -0.46964, -0.11162], [-0.04388, -0.79567, -0.68926], [0.56702, 0.47168, 0.37101], [1.00671, -1.21220, 0.65882], [2.47887, -1.63798, -1.60865], [1.67369, -2.05309, -2.20997], [3.35247, -1.50521, -2.24259], [2.72102, -2.35088, -0.82505], [3.73957, -0.29040, 0.78367], [5.18370, -0.69293, 0.48698], [5.58064, -1.26279, 1.32327], [5.23547, -1.30651, -0.40936], [5.79314, 0.19327, 0.34266], [3.64872, 0.56650, 2.04513], [3.99934, -0.00432, 2.90126], [2.61960, 0.87113, 2.22137], [4.25963, 1.45718, 1.93927], [3.15407, -1.19801, 0.94841], [-0.74482, 1.93494, -2.54725], [-3.12618, 1.43928, -2.32371], [-5.37211, 1.44480, -1.94801], [-6.22079, 0.82634, -0.51621], [-3.95406, -0.07111, 0.80576], [-3.02348, -2.54925, -1.75798], [-1.26767, -4.19734, -1.38847], [0.95063, -4.84948, -0.92124], [1.36681, -5.93371, 0.42928]], "forces_ev_per_angstrom": [[0.1, -0.1, -0.1], [0.0, 0.0, 0.0], [-0.1, 0.2, 0.2], [-0.1, 0.1, 0.0], [0.3, -0.2, 0.2], [-0.2, 0.2, 0.0], [0.2, -0.3, -0.2], [0.0, -0.1, -0.1], [0.1, -0.2, -0.1], [0.1, 0.0, 0.1], [0.0, 0.1, 0.1], [-0.2, 0.1, 0.5], [-0.2, 0.4, 0.3], [0.0, -0.1, -0.2], [-0.1, -0.1, -0.3], [0.2, 0.2, 0.2], [0.1, 0.1, 0.1], [-0.3, 0.0, 0.1], [0.3, 0.2, 0.2], [-0.4, -0.1, -0.2], [0.0, 0.0, 0.0], [-0.2, -0.1, -0.1], [-0.1, -0.2, -0.4], [0.1, 0.1, 0.2], [0.0, 0.0, 0.0], [0.1, 0.0, 0.0], [0.0, 0.0, 0.0], [0.0, 0.0, 0.1], [0.1, 0.1, 0.2], [0.0, -0.1, -0.2], [-0.3, 0.0, -0.1], [0.4, 0.3, 0.1], [0.0, -0.3, 0.0], [-0.1, 0.0, 0.1], [-0.3, 0.1, -0.4], [0.3, 0.3, 0.0], [0.0, -0.1, 0.1], [-0.3, -0.3, -0.2], [0.1, -0.1, 0.1], [0.2, 0.2, -0.2], [-0.1, -0.1, 0.0], [-0.1, 0.1, 0.1], [0.0, -0.1, 0.1], [0.0, 0.3, 0.0], [-0.1, -0.1, -0.1], [0.1, 0.0, -0.1], [0.0, -0.1, 0.1], [0.3, 0.1, 0.2], [-0.2, 0.0, 0.0], [0.1, -0.1, 0.1], [0.0, -0.1, -0.1], [0.1, 0.0, 0.0], [0.0, -0.1, -0.1], [0.0, -0.1, 0.1], [-0.1, 0.0, 0.1], [0.0, 0.0, 0.1], [0.0, 0.1, -0.1], [0.0, -0.1, -0.1], [-0.1, -0.1, -0.1], [0.1, -0.1, 0.1], [0.1, 0.0, -0.1], [0.0, 0.0, -0.2], [0.0, 0.0, 0.0], [0.0, -0.1, -0.1], [0.0, 0.0, 0.0], [0.0, 0.0, -0.1]], "energy_ev": -43757.558, "relative_energy_kj_mol": 154.72, "charge": 0, "lumo_ha": 0.0177, "smiles": "COc1ccc(NC(=O)COc2ccc(C(=O)OCC(=O)N(C(C)C)C(C)C)cc2OC)cc1", "largest_force_ha_per_bohr": 0.0105, "gap_ev": 8.697}